143
Properties=species:S:1:pos:R:3:forces:R:3:lowdin_charge:R:1 method="wB97M-V/def2-TZVPD" total_charge=-1 multiplicity=1 gap_ev=7.387
Cd -5.273 22.249 -1.452 1.07 -1.83 -2.04 1.466
S -7.043 23.550 -2.854 -4.49 2.72 -2.69 0.221
O -7.163 22.262 -2.095 -3.16 -1.40 -0.47 -0.488
O -8.045 24.547 -2.452 0.85 -0.47 1.50 -0.375
O -5.657 23.913 -2.490 1.56 3.36 -1.37 -0.485
O -7.261 23.416 -4.295 1.40 -1.32 0.05 -0.376
B -4.616 22.382 0.742 -0.32 -0.08 3.26 -1.392
F -3.581 22.435 -0.155 2.87 0.76 0.20 0.105
F -5.549 23.376 0.422 0.11 0.93 1.43 0.090
F -5.271 21.174 0.383 -0.32 -1.63 1.78 0.056
F -4.184 22.397 2.061 -0.21 -0.04 -0.78 0.161
C -4.867 24.294 6.793 0.28 -0.09 -0.32 -0.082
C -6.292 23.817 6.490 0.39 0.95 0.07 -0.255
N -6.436 23.028 5.283 -0.72 -0.88 0.39 -0.179
C -6.172 23.696 4.019 0.16 0.34 0.08 -0.251
C -7.007 24.958 3.817 0.54 0.14 -0.76 -0.078
C -5.788 21.723 5.374 -0.45 -0.37 -0.44 -0.249
C -6.371 20.703 4.396 -0.43 0.27 -0.64 -0.080
H -4.164 23.462 6.723 0.12 0.11 0.06 0.050
H -4.747 24.768 7.769 -0.23 -0.13 0.09 0.069
H -4.594 25.054 6.055 0.22 -0.13 -0.06 0.063
H -6.694 23.296 7.360 -0.09 -0.30 -0.19 0.108
H -6.859 24.747 6.395 -0.42 -0.26 -0.10 0.099
H -6.376 23.039 3.176 -0.17 -0.26 0.27 0.082
H -5.091 23.887 3.948 0.02 0.41 -0.20 0.101
H -6.613 25.803 4.386 -0.42 -0.03 0.34 0.067
H -8.074 24.776 3.935 0.05 0.04 0.58 0.074
H -6.934 25.290 2.777 0.23 -0.20 -0.07 0.060
H -4.714 21.792 5.166 0.17 -0.02 0.29 0.082
H -5.958 21.291 6.362 0.22 0.39 0.25 0.115
H -6.049 19.678 4.586 0.21 0.09 0.15 0.068
H -7.463 20.716 4.425 0.00 0.03 0.21 0.076
H -6.116 20.945 3.362 0.16 -0.09 0.03 0.052
C -3.903 20.401 -5.348 0.19 -0.12 -0.80 -0.081
C -4.612 21.196 -4.281 -0.66 0.59 0.39 -0.236
N -4.097 21.096 -2.880 1.38 -2.23 -1.46 -0.237
C -2.655 21.403 -2.817 0.88 1.33 0.10 -0.269
C -2.312 22.847 -3.205 -0.75 -0.01 0.64 -0.067
C -4.213 19.681 -2.445 -0.37 -0.56 0.90 -0.254
C -5.643 19.184 -2.214 -0.06 -0.07 -1.11 -0.074
H -4.236 20.782 -6.316 0.06 0.18 0.05 0.083
H -4.181 19.346 -5.400 0.11 -0.04 0.42 0.072
H -2.815 20.481 -5.338 -0.02 0.00 0.06 0.067
H -4.672 22.260 -4.514 0.18 -0.02 -0.12 0.108
H -5.656 20.883 -4.286 -0.05 0.15 0.28 0.109
H -2.329 21.282 -1.785 -0.18 -0.19 0.06 0.082
H -1.968 20.787 -3.408 -0.62 -0.64 -0.11 0.107
H -2.985 23.519 -2.665 0.03 0.14 -0.12 0.048
H -1.306 23.066 -2.849 0.11 0.03 -0.29 0.077
H -2.431 23.061 -4.266 0.19 -0.07 -0.03 0.078
H -3.698 19.580 -1.485 0.20 0.16 -0.10 0.094
H -3.686 19.017 -3.138 0.00 0.07 -0.08 0.114
H -5.642 18.146 -1.878 0.19 0.13 0.41 0.073
H -6.205 19.134 -3.151 0.00 0.22 -0.03 0.074
H -6.219 19.821 -1.550 0.00 -0.13 0.24 0.046
C -8.735 22.391 1.546 -0.01 0.29 -0.28 -0.065
C -9.617 22.769 0.341 0.76 -1.07 -0.03 -0.258
N -11.028 22.470 0.537 -0.42 0.60 0.35 -0.182
C -11.735 22.355 -0.739 0.04 0.28 -0.73 -0.246
C -11.514 23.544 -1.703 -0.37 -0.06 0.09 -0.077
C -11.607 23.521 1.389 -0.39 -0.79 0.43 -0.260
C -12.970 23.102 1.949 0.12 0.20 0.14 -0.096
H -8.832 21.348 1.850 -0.36 -0.02 -0.09 0.076
H -8.908 23.025 2.416 0.02 -0.02 0.06 0.049
H -7.694 22.505 1.245 0.06 0.21 0.02 0.049
H -9.433 23.801 0.022 0.03 0.09 0.14 0.117
H -9.255 22.147 -0.482 -0.08 0.13 -0.13 0.105
H -11.426 21.442 -1.255 0.38 -0.01 0.14 0.109
H -12.801 22.180 -0.583 -0.02 0.25 0.32 0.091
H -10.473 23.611 -2.018 -0.02 0.08 -0.07 0.054
H -12.151 23.473 -2.588 0.11 -0.32 -0.06 0.067
H -11.807 24.498 -1.260 0.17 -0.01 0.20 0.061
H -11.645 24.488 0.877 -0.07 0.10 0.00 0.106
H -10.961 23.626 2.259 0.22 0.14 -0.13 0.099
H -13.726 23.031 1.168 -0.07 -0.15 0.09 0.054
H -13.337 23.790 2.716 0.07 0.28 -0.21 0.062
H -12.857 22.155 2.478 -0.07 -0.20 -0.32 0.072
C -6.050 27.406 0.357 0.72 0.38 -0.02 -0.069
C -4.866 26.682 -0.246 1.06 -0.61 0.01 -0.233
N -3.541 27.174 0.166 0.48 0.70 0.75 -0.188
C -2.456 26.333 -0.331 -0.47 -0.16 -0.62 -0.268
C -2.253 26.513 -1.824 0.38 -0.53 -0.93 -0.098
C -3.379 27.400 1.597 -0.57 0.14 0.41 -0.260
C -3.548 26.194 2.526 0.52 -0.67 -0.23 -0.077
H -6.138 27.143 1.412 -0.38 -0.07 -0.05 0.049
H -6.947 27.177 -0.213 -0.10 -0.13 0.21 0.080
H -5.866 28.484 0.322 -0.14 0.03 -0.12 0.076
H -4.866 25.623 0.041 -0.59 -0.15 -0.31 0.099
H -4.851 26.744 -1.334 -0.40 -0.15 0.01 0.113
H -1.517 26.524 0.190 -0.14 0.38 0.18 0.112
H -2.670 25.266 -0.156 -0.01 -0.11 0.06 0.105
H -2.224 27.547 -2.167 -0.19 0.11 0.32 0.074
H -1.317 26.064 -2.176 0.14 -0.01 0.35 0.063
H -2.993 25.970 -2.419 -0.31 0.25 0.16 0.058
H -4.111 28.133 1.951 0.10 0.24 -0.32 0.099
H -2.393 27.852 1.724 0.03 -0.05 0.15 0.105
H -2.934 25.357 2.177 -0.05 -0.05 0.04 0.068
H -4.570 25.819 2.584 -0.06 0.14 -0.12 0.045
H -3.212 26.395 3.546 -0.06 0.24 -0.01 0.070
C -1.461 21.156 8.801 0.61 -0.95 -0.17 -0.079
C -0.362 20.984 7.767 0.64 0.52 -0.68 -0.276
N -0.500 21.948 6.669 -0.19 -0.25 -0.71 -0.180
C 0.745 22.095 5.878 -0.88 0.10 0.69 -0.256
C 1.808 22.878 6.622 0.24 -0.13 -0.04 -0.091
C -1.559 21.538 5.728 -0.25 0.05 0.19 -0.264
C -2.009 22.624 4.743 -0.39 -1.00 0.19 -0.083
H -2.424 21.041 8.308 -0.15 0.41 0.23 0.058
H -1.326 22.097 9.327 -0.36 0.08 -0.05 0.075
H -1.378 20.321 9.501 -0.08 0.16 0.22 0.069
H 0.634 21.159 8.178 -0.20 0.05 0.43 0.093
H -0.287 19.955 7.381 -0.39 -0.13 -0.06 0.115
H 0.432 22.624 4.981 0.34 0.02 -0.11 0.096
H 1.089 21.093 5.584 0.27 0.00 -0.11 0.117
H 1.462 23.871 6.907 -0.15 -0.03 -0.07 0.076
H 2.698 22.996 6.002 0.02 -0.02 0.01 0.069
H 2.109 22.360 7.533 0.09 0.05 -0.01 0.055
H -1.284 20.618 5.189 0.37 0.04 -0.22 0.106
H -2.456 21.208 6.258 0.12 0.30 0.39 0.092
H -1.350 22.739 3.886 0.15 0.37 0.16 0.066
H -2.947 22.250 4.329 0.00 0.23 -0.21 0.040
H -2.242 23.544 5.277 0.28 0.18 -0.18 0.074
C -2.415 16.734 0.128 -0.58 -0.44 0.01 -0.089
C -1.060 17.369 -0.144 -0.23 0.45 -0.60 -0.250
N -1.143 18.816 -0.324 -0.79 0.36 -0.44 -0.192
C -1.838 19.535 0.731 0.75 0.87 0.44 -0.247
C -1.024 19.702 2.037 -0.63 -0.92 0.24 -0.067
C 0.076 19.478 -0.769 0.71 -0.96 1.22 -0.264
C 0.691 18.833 -1.996 -0.11 0.56 -0.88 -0.098
H -3.176 16.978 -0.618 0.29 0.46 -0.17 0.070
H -2.875 16.985 1.085 0.29 -0.04 0.13 0.067
H -2.368 15.645 0.051 0.33 -0.01 0.29 0.071
H -0.299 17.089 0.596 -0.07 -0.14 0.24 0.114
H -0.736 16.964 -1.103 0.18 -0.08 0.07 0.098
H -2.090 20.550 0.408 0.18 -0.03 -0.39 0.093
H -2.821 19.113 0.932 0.16 -0.36 0.08 0.104
H -1.698 20.077 2.809 0.17 0.27 0.02 0.058
H -0.689 18.722 2.395 0.01 -0.04 0.00 0.068
H -0.128 20.317 1.975 -0.19 0.25 -0.23 0.066
H 0.855 19.423 0.014 0.04 -0.15 0.18 0.107
H -0.075 20.557 -0.825 -0.40 -0.05 -0.62 0.115
H 1.056 17.814 -1.877 -0.17 -0.01 0.39 0.063
H 1.560 19.403 -2.334 -0.07 0.14 0.05 0.071
H -0.032 18.825 -2.817 0.02 -0.04 -0.03 0.071